1.
{
  "formula": "C3H20NO9",
  "method": "ωB97M-V with the def2-TZVPD basis set",
  "symbols": ["H", "H", "H", "C", "H", "O", "C", "O", "H", "C", "O", "H", "N", "O", "H", "H", "H", "H", "H", "O", "O", "H", "H", "H", "H", "O", "H", "O", "H", "H", "H", "H", "O"],
  "coordinates": [[0.18, 0.61, -2.81], [1.47, 1.55, 1.61], [-2.42, 0.29, 0.57], [-0.74, 2.09, -1.54], [-1.38, 0.16, -2.37], [-1.68, 1.55, 0.59], [-0.50, 0.63, -1.95], [2.37, -1.34, 0.53], [-0.36, -0.29, -0.12], [-0.72, 2.16, 0.04], [0.32, 2.60, 0.57], [-3.47, -0.58, -0.36], [0.21, -0.24, -0.95], [-2.33, -2.29, -1.69], [-2.45, -1.75, -0.87], [-0.37, -0.57, 3.06], [0.15, -2.70, 2.13], [2.45, -1.78, -0.33], [1.18, -0.02, -0.82], [0.37, -1.15, 2.90], [2.53, 1.79, -0.85], [-1.72, 2.43, -1.92], [2.37, 0.44, 1.31], [2.74, 2.32, -1.62], [0.06, 2.83, -1.72], [1.88, 0.79, 2.07], [1.09, -0.49, 2.68], [-2.87, -0.60, 0.40], [1.89, 2.37, -0.37], [-0.67, -3.51, 1.20], [-1.40, -2.00, -1.82], [1.61, -1.80, 0.92], [0.22, -3.50, 1.56]],
  "orbital_gap_ev": 9.117,
  "homo_ha": -0.2188,
  "de_lowest_ev": 0.0000,
  "largest_force_ha_per_bohr": 0.054,
  "total_charge": -1
}

=====

2.
{
  "formula": "C5H8N2",
  "method": "ωB97M-V with the def2-TZVPD basis set",
  "symbols": ["H", "H", "H", "C", "C", "N", "H", "H", "H", "H", "C", "H", "N", "C", "C"],
  "coordinates": [[0.32, 2.42, -0.55], [0.61, -2.69, 0.22], [-0.83, -2.35, -2.07], [0.31, -0.51, 0.41], [-0.86, -0.24, -1.45], [0.95, 0.01, 1.53], [1.83, -0.44, 1.71], [-1.07, 2.29, 0.46], [0.50, 2.21, 1.13], [-1.42, 0.31, -2.20], [0.20, -1.76, -0.17], [0.43, 0.00, 2.40], [-0.32, 0.40, -0.37], [-0.09, 1.93, 0.29], [-0.55, -1.58, -1.36]],
  "orbital_gap_ev": 8.572,
  "homo_ha": -0.2809,
  "smiles": "Cn1cccc1N",
  "de_lowest_ev": 1.9735,
  "largest_force_ha_per_bohr": 0.089
}

=====

3.
{
  "formula": "C25H28F5O3Os",
  "method": "ωB97M-V with the def2-TZVPD basis set",
  "symbols": ["H", "H", "F", "C", "H", "C", "H", "H", "H", "H", "C", "C", "H", "H", "C", "H", "H", "C", "C", "Os", "H", "C", "C", "H", "C", "F", "H", "H", "C", "C", "H", "H", "H", "H", "O", "C", "F", "O", "H", "C", "C", "H", "H", "C", "H", "C", "C", "O", "C", "F", "H", "H", "H", "C", "H", "F", "C", "C", "H", "C", "C", "C"],
  "coordinates": [[-0.48, 0.42, -4.08], [0.77, -3.36, -4.25], [1.49, -3.60, 7.49], [-0.40, 3.73, -2.96], [0.95, 2.03, -3.35], [0.84, 2.78, 1.59], [2.20, -2.29, -4.29], [0.28, 2.02, -1.71], [-0.13, 2.72, 3.59], [-0.89, -2.02, 1.29], [-1.73, 0.93, 2.57], [1.14, -2.35, -4.03], [-1.41, -0.98, -3.60], [-0.05, 4.09, -3.93], [-1.80, 3.09, -3.13], [-3.38, 2.72, -4.46], [-2.39, 3.03, -0.99], [-2.50, 3.38, -4.42], [-1.66, -0.05, 0.48], [0.12, 0.74, 1.55], [-2.85, 4.43, -4.42], [1.84, -5.19, 5.75], [1.37, -3.21, 3.84], [-1.72, -0.20, -0.60], [-1.98, 1.16, 1.19], [2.48, -6.71, 4.04], [0.89, -0.76, -5.51], [-3.60, 2.45, -2.19], [0.10, 2.32, -2.74], [2.27, 1.02, 1.98], [1.89, -1.93, -2.03], [-3.30, 4.19, -2.02], [-2.35, 2.09, 0.78], [-0.20, 4.44, -2.17], [-1.20, 1.77, -3.18], [-2.81, 3.19, -2.00], [1.14, -1.62, 5.62], [0.96, -2.41, 2.98], [0.30, 3.58, 1.09], [1.55, -3.89, 6.17], [1.35, -2.90, 5.25], [0.28, -2.71, -2.07], [-0.92, -0.85, 3.66], [2.07, -5.48, 4.41], [1.56, 0.61, 4.05], [1.90, 1.99, 1.03], [-1.21, -0.99, 1.45], [0.24, -0.68, -2.43], [1.92, -4.49, 3.48], [2.30, -4.67, 2.21], [-1.86, 1.67, 3.37], [-0.51, -1.86, -5.39], [-1.79, 3.18, -5.23], [1.47, 1.20, 3.15], [3.02, 0.26, 1.87], [1.92, -6.19, 6.66], [0.61, 2.31, 2.92], [0.30, -1.37, -4.83], [2.33, 2.13, 0.05], [-1.25, -0.38, 2.73], [0.92, -1.97, -2.56], [-0.40, -0.59, -3.73]],
  "orbital_gap_ev": [5.928, 6.208],
  "homo_ha": [-0.3104, -0.4294],
  "multiplicity": 5,
  "de_lowest_ev": 0.1057,
  "largest_force_ha_per_bohr": 0.119,
  "total_charge": 1
}

=====

4.
{
  "formula": "C25H31GeOSSe2V",
  "method": "ωB97M-V with the def2-TZVPD basis set",
  "symbols": ["C", "H", "H", "C", "H", "H", "H", "C", "H", "C", "H", "C", "C", "C", "H", "H", "H", "C", "H", "H", "C", "H", "H", "O", "H", "C", "H", "C", "Ge", "C", "C", "H", "H", "S", "V", "H", "C", "C", "C", "H", "H", "C", "H", "C", "H", "C", "C", "H", "C", "H", "H", "H", "H", "H", "C", "C", "C", "Se", "H", "Se", "C", "H"],
  "coordinates": [[4.34, 0.78, 1.31], [4.41, 2.61, -5.55], [3.38, 4.71, -4.74], [4.36, -3.41, -3.61], [5.12, 1.39, 3.21], [-0.14, 2.04, -2.14], [6.15, -0.61, -1.18], [1.68, -1.33, 3.29], [7.93, -0.31, 0.47], [3.91, 1.51, -3.78], [-0.44, 3.49, -1.18], [1.48, 0.01, -0.43], [3.94, 2.65, -4.58], [2.73, 2.70, -2.10], [-0.40, -1.35, 5.25], [7.43, 0.69, 2.68], [2.15, -1.62, 2.35], [6.92, 0.00, 0.71], [4.79, -1.34, -3.71], [4.36, 0.61, -4.18], [3.45, -1.77, -2.07], [2.23, -0.50, 3.72], [2.24, 2.74, -1.13], [0.08, 0.77, 2.52], [0.32, -2.34, -2.68], [2.92, -4.14, -1.85], [4.98, -3.63, -4.47], [3.36, 3.82, -4.13], [3.18, 0.01, -1.26], [-2.81, 0.42, -1.54], [-0.91, 2.66, -1.69], [-2.30, 0.45, -2.50], [1.64, -2.16, 3.99], [0.02, -0.76, 2.94], [0.08, 0.06, 0.55], [-1.62, 3.04, -2.42], [4.60, 0.23, 0.06], [4.24, -2.10, -3.17], [5.91, -0.16, -0.23], [-0.20, -0.66, -2.81], [-1.36, -2.00, -3.19], [3.31, 1.51, -2.53], [-1.46, -0.04, 4.67], [5.34, 0.95, 2.25], [2.40, -4.93, -1.32], [2.80, -2.82, -1.42], [-2.86, -0.99, -0.99], [2.31, 4.76, -2.51], [6.64, 0.56, 1.95], [0.24, 0.32, 5.08], [2.18, -2.60, -0.55], [-3.82, 0.80, -1.70], [3.32, 1.08, 1.54], [-3.42, -1.64, -1.67], [3.70, -4.44, -2.96], [2.76, 3.85, -2.88], [-0.53, -1.66, -2.57], [-1.08, -1.74, -0.71], [-3.37, -1.02, -0.02], [-1.86, 1.64, -0.35], [-0.45, -0.43, 4.68], [3.80, -5.46, -3.30]],
  "orbital_gap_ev": [5.776, 6.935],
  "homo_ha": [-0.2037, -0.2502],
  "multiplicity": 3,
  "largest_force_ha_per_bohr": 0.022
}

=====

5.
{
  "formula": "C7H11Cl",
  "method": "ωB97M-V with the def2-TZVPD basis set",
  "symbols": ["Cl", "H", "C", "H", "H", "C", "H", "C", "H", "C", "C", "H", "H", "C", "H", "C", "H", "H", "H"],
  "coordinates": [[3.18, -0.27, 0.08], [1.65, -2.40, -0.85], [-1.96, -0.62, 0.84], [-2.32, 1.39, -0.85], [1.97, 2.41, -0.45], [-1.31, 1.07, -0.89], [-0.11, -2.21, -1.19], [1.46, 1.77, 0.30], [-1.92, -1.71, 0.63], [-0.92, 0.04, -0.10], [0.69, -1.95, -0.46], [1.82, 1.98, 1.35], [-0.61, 1.72, -1.46], [1.53, 0.35, -0.06], [0.41, 2.20, 0.32], [0.49, -0.49, -0.19], [0.54, -2.59, 0.38], [-2.96, -0.28, 0.69], [-1.62, -0.41, 1.91]],
  "orbital_gap_ev": 9.526,
  "homo_ha": -0.3180,
  "smiles": "C=C(C)/C(C)=C(\\C)Cl",
  "de_lowest_ev": 0.9995,
  "largest_force_ha_per_bohr": 0.056
}